This record from the OMol25 dataset describes a cluster of 7 separate species, C47H78Br2ClN3O18PS3 in total in a non-equilibrium geometry. The level of theory is wB97M-V/def2-TZVPD.

Summary:
Orbital gap = 4.642 eV
Total charge = -1
Lowest unoccupied orbital energy = 0.507 eV
Highest occupied orbital energy = -4.1 eV

```
153
Properties=species:S:1:pos:R:3:mulliken_charge:R:1
Br -1.63367 -5.26059 1.74317 -0.202
Br 3.03769 -4.40017 2.41892 -0.181
Cl -1.99204 1.21238 4.65171 -0.289
S 4.66331 1.72979 2.29287 -0.052
S -2.23808 0.63354 -4.26629 1.126
S 5.38654 4.47101 3.56054 -0.144
P 1.22588 -3.69110 -0.26440 0.669
O -1.80662 -0.48475 -5.29362 -0.618
O 6.39973 -5.22545 3.03353 -0.576
O 2.36030 -2.32766 -0.13261 -0.547
O -5.60216 1.43843 2.57401 -0.350
O -8.33404 3.29147 5.04635 -0.592
O -2.78877 0.04078 -2.94600 -0.536
O -3.59068 1.41684 -5.02911 -0.512
O -4.99036 -0.03406 0.93448 -0.619
O 7.44565 -3.51611 4.13570 -0.369
O 2.94058 -7.82230 1.21833 -0.531
O 3.81046 3.66882 -2.38086 -0.316
O -6.19945 2.98706 5.80889 -0.297
O -10.60639 -1.96833 -2.31309 -0.368
O 5.64241 4.75873 -9.69788 -0.599
O 2.76454 1.95948 -3.48303 -0.480
O 4.01541 5.06792 -8.12060 -0.312
O -10.98355 -0.17573 -0.94382 -0.606
O -0.14140 -2.65783 0.21060 -0.568
N 0.42184 -4.69257 -2.86523 -0.521
N 3.08726 3.08232 4.38440 0.258
N 0.75250 3.72987 5.14284 -0.515
C -9.46308 -2.73946 -2.67914 -0.415
C 2.62925 -6.27493 -0.87831 -0.403
C -8.72778 -0.96793 -1.31593 0.108
C 4.81696 4.71938 -4.20376 -0.620
C 4.40775 4.90597 -2.76618 -0.465
C 3.76160 3.77883 -4.72816 -0.004
C 1.25539 -4.21334 1.56686 0.039
C 1.30120 2.76450 6.17601 -0.304
C -7.05139 1.21798 0.73677 -0.094
C 7.02347 -4.17717 3.01813 0.477
C -0.79935 1.81592 -4.06562 -0.712
C 2.80600 2.32712 5.66527 -0.185
C -1.66526 -0.37652 2.18685 -0.457
C 0.59333 -6.06471 3.47948 -0.855
C 8.04294 -2.27896 3.75038 -0.169
C 3.67038 -7.05174 0.16190 -0.207
C -8.28413 -1.82445 -2.47479 -0.632
C -7.47084 3.47853 5.88783 0.575
C 8.45215 -2.46555 2.31279 -0.521
C 2.60221 4.87707 -8.07338 -0.333
C -10.21658 -0.95314 -1.48748 0.491
C 4.18272 0.08250 3.04858 0.352
C 2.14010 4.97131 -9.50394 -0.561
C 0.23233 -1.21048 0.35826 0.222
C -0.03249 -0.58113 1.88640 0.009
C 1.74183 -0.96564 -0.26799 1.782
C 3.31588 4.41710 -10.26801 -0.325
C -7.37494 2.48859 1.48126 -0.857
C 4.29824 3.13059 3.47955 -0.135
C 1.92918 -0.20757 -1.70184 -1.219
C -6.23192 4.48325 7.59776 -0.514
C -6.74763 2.24977 2.82972 -0.018
C 0.37561 -5.58414 1.89184 -0.078
C -7.65578 4.23272 7.16969 -0.486
C 3.34663 -0.90187 1.99036 0.499
C -5.49870 3.30596 7.01015 -0.424
C 1.83566 3.88062 4.09447 -0.062
C 0.05233 1.59671 -2.64282 -0.118
C -5.76664 0.79397 1.38161 0.414
C 0.76438 -3.42934 -2.10923 -0.515
C 4.46623 4.76966 -9.37439 0.434
C 7.39679 -3.40610 1.78840 -0.015
C 3.38828 3.00775 -3.49843 0.275
C 2.78056 -4.64078 -0.86918 -0.823
C -1.95819 1.15508 2.77709 -0.115
C 2.80909 -0.08797 0.67690 -1.672
C 0.59218 0.02816 -2.59502 -0.285
H 2.95637 -6.65967 -1.96079 0.349
H 1.54872 -6.74069 3.47685 0.215
H -0.69632 -0.71385 -0.20479 -0.084
H -6.88476 3.33745 0.98914 0.336
H 3.59675 1.58305 6.12361 0.355
H 2.80392 -0.77750 -2.27939 0.163
H -7.80694 0.44516 0.90323 0.100
H 0.88180 -0.22908 -3.72452 0.284
H 4.13027 -1.75462 1.70064 -0.294
H 3.41748 4.89099 -11.24705 0.281
H -8.44553 2.70293 1.53638 0.327
H -8.18977 3.59914 7.88330 0.272
H -0.60366 1.77639 -1.68980 0.211
H -2.32476 -0.49146 1.22721 0.158
H 2.38109 0.87506 -1.47905 0.059
H 4.88037 5.65913 -4.75875 0.311
H 3.26060 3.32948 -10.36720 0.258
H -8.48339 -1.42669 -0.35383 0.250
H -6.10936 4.56989 8.68064 0.331
H 2.89240 -4.33094 -2.01909 0.423
H -5.51984 2.43185 7.66944 0.240
H 0.62198 -5.16656 4.22895 0.164
H -4.45796 3.54869 6.77658 0.325
H 1.20536 4.43597 -9.69054 0.324
H -5.86913 5.41198 7.14075 0.272
H 3.57656 0.14806 4.04740 0.263
H 5.79858 4.23224 -4.24985 0.299
H 0.35199 -1.27843 2.74235 0.008
H 1.50523 -6.65592 -0.76306 0.210
H -9.41848 -3.62484 -2.03627 0.242
H 3.58677 -8.21022 1.87838 0.284
H 3.66769 5.70393 -2.64483 0.262
H -0.09902 1.65235 -5.01843 0.334
H 9.43377 -2.95269 2.26671 0.282
H 2.14669 5.64862 -7.44581 0.349
H 5.20711 -0.46521 3.32372 -0.478
H 7.30288 -1.48100 3.87173 -0.045
H 2.52239 -1.43169 2.62912 -0.108
H -8.14365 -1.19637 -3.36293 0.272
H 1.81206 4.52558 3.11047 0.311
H 0.83687 2.34904 7.17910 0.279
H 7.79627 -4.06633 1.01515 0.313
H 5.26604 5.11754 -2.12182 0.330
H -0.33466 -0.63219 -2.34446 0.010
H -1.14941 1.93981 2.43001 0.278
H -2.99883 1.58055 2.37628 0.038
H -2.05386 -1.13727 3.01007 0.341
H 1.98801 6.02287 -9.77617 0.275
H 1.53418 -2.77524 -2.71497 0.193
H -4.41570 0.90383 -4.73556 0.360
H 1.25300 -5.27057 -3.10875 0.277
H -7.41479 1.70823 3.50854 0.175
H -8.31336 0.04076 -1.38084 -0.014
H 0.33580 -4.85291 -0.39971 0.242
H -6.91440 1.40256 -0.33120 0.393
H -8.19494 5.16803 7.00261 0.297
H -1.25343 2.91469 -4.14442 0.413
H 8.51556 -1.52580 1.75781 0.324
H -9.55371 -3.06176 -3.72054 0.343
H 6.51754 -2.86823 1.42313 -0.039
H 3.77937 0.16872 0.03026 0.771
H -7.34975 -2.36098 -2.28985 0.365
H 4.44821 -6.33270 0.66311 0.091
H 2.39680 3.89529 -7.63398 0.221
H 2.88235 4.31670 -5.09343 0.060
H 2.25759 0.92138 0.90321 0.374
H -0.34994 -5.24061 -2.43018 0.301
H 0.68506 -6.51008 1.24825 0.210
H 4.28935 -7.88035 -0.43444 0.248
H 3.80105 -4.25287 -0.38629 0.150
H -0.24363 -2.78876 -2.09043 -0.057
H -0.32230 -6.79406 3.71321 0.373
H 0.43435 0.49290 2.01820 -0.207
H 0.68291 -3.35082 2.16316 -0.129
H 0.98948 2.29485 -2.73660 0.067
H 4.16109 3.11859 -5.50141 0.317
H 8.90123 -2.06738 4.39473 0.311
H -6.43850 3.18418 3.30716 0.163
```

***

This record from the OMol25 dataset describes a structure of composition C35H36Br3HfN6O2Si2 in a non-equilibrium geometry. The level of theory is wB97M-V/def2-TZVPD.

Summary:
Orbital gap (spin up / spin down) = 3.840 / 3.841 eV
Total charge = +1
Energy above the lowest of the compared OMol25 structures with the same formula, charge and spin = 130.1 kJ/mol
Lowest unoccupied orbital energy (spin up / spin down) = -4.354 / -4.354 eV
Highest occupied orbital energy (spin up / spin down) = -8.2 / -8.2 eV

```
85
Properties=species:S:1:pos:R:3:mulliken_charge:R:1
Hf -0.25173 0.05730 -0.30195 1.194
Br 1.98760 3.89113 0.58662 0.025
Br -4.21568 -3.99057 -4.05513 -0.096
Br -4.31216 4.08299 -3.94532 -0.104
Si 1.07626 0.21634 3.00247 0.860
Si 2.05510 0.11810 -3.32230 0.200
O -3.87894 1.27077 1.32091 -0.674
O -2.03790 0.28461 0.44872 -0.733
N -0.00020 -1.94594 0.70659 -0.317
N -1.00968 1.29028 -2.08379 1.365
N 1.71627 0.23836 -1.57988 0.287
N -1.15865 -1.23613 -1.87038 0.951
N -0.58915 2.57377 0.74906 0.674
N 1.35674 0.32846 1.24470 0.571
C -1.23162 -5.26681 4.02325 -0.627
C 4.97429 0.88318 1.12838 -1.088
C 3.65831 0.93852 1.57651 -0.255
C -3.20601 1.57970 -3.10148 -1.002
C -2.98896 2.94043 -3.20757 -0.595
C 0.17456 3.65694 1.09640 -0.232
C -3.08131 -2.86663 -3.02248 -0.233
C 5.19761 0.62235 -0.22591 -1.055
C -1.91001 -3.42518 -2.47177 -0.992
C 2.58920 0.55410 0.75000 -0.134
C 2.81495 -1.55569 -3.57919 -1.243
C -2.15258 0.77913 -2.59553 0.769
C -0.85853 2.60863 -2.20616 -0.932
C 2.23602 -1.07320 3.69757 -1.230
C -0.41892 -4.56895 3.12738 -0.479
C 2.76879 0.39321 -0.68309 0.848
C -3.24237 -4.39131 3.06539 -0.779
C -3.29785 -1.47716 -2.96967 -0.873
C 0.50865 0.11753 -4.42725 -1.033
C -1.05940 -3.73168 2.18362 -0.001
C -0.72831 -0.12134 3.44615 -0.729
C -2.70303 1.34763 0.99308 -0.137
C 3.01019 1.57278 -3.94677 -1.298
C -0.99376 -2.58253 -1.91599 -0.481
C -2.61197 -5.19655 4.03328 -0.392
C 1.43025 1.90898 3.77659 -1.389
C -1.89951 2.62451 1.16737 0.600
C -0.37150 4.79755 1.75884 -0.654
C 4.15203 0.37683 -1.10499 -0.646
C -1.79100 3.47359 -2.67920 -0.763
C -2.26141 -0.64620 -2.50366 0.689
C -2.52531 3.69050 1.73626 -0.719
C -0.30917 -2.83083 1.42029 0.818
C -1.70726 4.78491 2.11317 -0.676
C -2.47462 -3.66831 2.19765 -0.321
H 1.60464 -1.92671 4.02605 0.295
H 0.30284 5.66585 1.89788 0.442
H -2.96312 -3.07673 1.46975 0.594
H -1.22662 -0.84184 2.76693 -0.157
H 3.56506 1.17615 -4.78694 0.412
H 0.63720 -4.69610 3.16223 0.559
H -3.56137 3.57756 1.98598 0.604
H 2.86760 -0.73848 4.51842 0.414
H -1.87910 -4.53551 -2.42241 0.418
H -1.33893 0.83758 3.50975 0.220
H 0.12485 2.96561 -2.05070 0.511
H -0.05467 1.05911 -4.50013 0.301
H 2.20837 2.51193 3.27269 0.364
H 6.25688 0.57355 -0.56513 0.336
H 0.51611 2.52414 3.72609 0.166
H -4.12791 1.10752 -3.42721 0.582
H 3.37897 1.26541 2.55221 0.219
H -4.26037 -1.12254 -3.35924 0.543
H -0.03350 -2.96453 -1.51662 0.637
H 2.04876 -2.12904 -4.06824 0.442
H -2.20623 5.57244 2.69096 0.441
H -4.33946 -4.27503 3.09013 0.377
H 3.72616 2.08646 -3.32213 0.409
H -1.67907 4.56217 -2.72052 0.498
H -3.13802 -5.82660 4.73473 0.411
H -0.71673 -0.51103 4.46850 0.540
H 4.41449 0.07936 -2.13672 0.211
H 2.37254 2.37880 -4.38901 0.322
H 2.92782 -1.39477 2.89709 0.271
H 5.79281 1.11840 1.83423 0.384
H 1.71577 1.77781 4.80575 0.564
H 0.82489 -0.08751 -5.45334 0.557
H 3.07069 -1.99943 -2.62754 0.340
H -0.78074 -5.87464 4.77175 0.409
H 3.74474 -1.59666 -4.23205 0.332
H -0.22371 -0.67075 -4.15395 0.093
```

***

This record from the OMol25 dataset describes an isolated molecule of C3H7N3O2 in a non-equilibrium geometry. The level of theory is wB97M-V/def2-TZVPD.

Summary:
Orbital gap = 9.144 eV
Energy above the lowest of the compared OMol25 structures with the same formula, charge and spin = 728.6 kJ/mol
Lowest unoccupied orbital energy = 0.670 eV
Highest occupied orbital energy = -8.5 eV
SMILES = ONC1=NNCCO1

```
15
Properties=species:S:1:pos:R:3:mulliken_charge:R:1
O -2.62005 0.45965 -0.13164 -0.457
O 0.26190 -1.27053 -0.32222 -0.382
N -1.90273 -0.55376 0.29853 -0.164
N 1.19475 1.46856 -0.04525 -0.391
N -0.23760 0.95932 0.03191 -0.347
C 2.18445 0.27870 -0.20925 -0.300
C 1.58766 -0.95308 0.32831 -0.584
C -0.53767 -0.22852 -0.01499 0.363
H 2.07977 -1.79584 0.04512 0.367
H 3.32702 0.43704 -0.06124 0.306
H 1.89172 -0.13838 -1.25238 0.269
H 1.67028 -1.10457 1.42916 0.314
H -1.85259 1.16239 0.04333 0.406
H 1.25650 1.68403 1.10171 0.300
H -2.29510 -1.45900 -0.29556 0.300
```

***

This record from the OMol25 dataset describes a structure of composition C2BrClNO4 in a non-equilibrium geometry. The level of theory is wB97M-V/def2-TZVPD.

Summary:
Orbital gap = 6.859 eV
Total charge = -1
Energy above the lowest of the compared OMol25 structures with the same formula, charge and spin = 197.2 kJ/mol
Lowest unoccupied orbital energy = 2.062 eV
Highest occupied orbital energy = -4.8 eV

```
9
Properties=species:S:1:pos:R:3:mulliken_charge:R:1
Br 1.29644 -2.10653 -0.17154 0.027
Cl 0.27398 0.09505 -1.74891 -0.110
O 1.94033 0.29954 1.55683 -0.678
O -1.31696 -0.50621 0.47186 -0.369
O -2.97962 0.41268 -0.67693 -0.475
O 1.31068 1.83550 0.03965 -0.606
N -2.52601 -0.40808 0.08925 0.307
C 1.33392 0.76862 0.56837 0.492
C 0.66724 -0.39056 -0.12859 0.412
```

***

Number 1: molar mass 1295.6 u. Number 2: molar mass 1047.1 u. Number 3: molar mass 117.1 u. Number 4: molar mass 217.4 u.